[1]
A 2-piece molecular cluster, C3H5O3 overall, computed with ωB97M-V/def2-TZVPD.

XYZ file:
```
11
Properties=species:S:1:pos:R:3:mulliken_charge:R:1
O 1.50713 -0.61248 2.48370 -0.6312
C 1.24198 -0.25759 1.32086 0.1457
O 1.38618 -0.87525 0.17418 -0.7673
H 0.84169 0.77205 1.18137 0.2372
C -2.43699 1.05767 -1.44727 -0.7987
C -1.39784 0.38115 -0.86339 0.0661
O -0.21935 0.20376 -1.54075 -0.5264
H -3.40520 1.16162 -0.97860 0.2598
H -2.30736 1.48827 -2.44297 0.2276
H -1.45599 -0.02312 0.17436 0.2531
H 0.49223 -0.21442 -0.93241 0.5341
```

The value obtained for the lowest unoccupied orbital energy is 4.1228 eV. The value obtained for the orbital gap is 0.33021 Ha. Its max |F| is 0.042 Eh/bohr. The total charge is -1.

=====

[2]
A 2-piece molecular cluster, C3H7NOS overall, computed with ωB97M-V/def2-TZVPD.

XYZ file:
```
13
Properties=species:S:1:pos:R:3:mulliken_charge:R:1
C -0.95591 -0.73572 -0.41045 -0.5268
O -2.14657 -0.08123 -0.63491 -0.8428
C -0.19979 0.31117 0.64865 0.4356
C 0.81794 -0.41616 0.01687 -0.5110
S 4.09883 -0.39132 -0.27967 -0.7720
N -0.59453 1.62555 0.36507 -0.6537
H -1.19301 -1.61537 0.19202 0.2639
H -0.80254 -1.09187 -1.43444 0.4149
H -0.50800 0.05220 1.65911 0.2505
H 1.06406 -1.41604 0.35355 0.3404
H 1.77330 0.13197 -0.16665 0.0174
H 0.11680 2.14975 -0.12764 0.2513
H -1.47058 1.47706 -0.18152 0.3323
```

The value obtained for the lowest unoccupied orbital energy (alpha / beta) is 3.1395 / 3.1145 eV. The value obtained for the orbital gap (alpha / beta) is 0.25295 / 0.23539 Ha. Its max |F| is 0.104 Eh/bohr. Its multiplicity is 2. The total charge is -1.

=====

[3]
A 2-piece molecular cluster, C5H5N overall, computed with ωB97M-V/def2-TZVPD.

XYZ file:
```
11
Properties=species:S:1:pos:R:3:mulliken_charge:R:1
C -0.63419 -0.82446 -1.30115 -0.7451
C -0.54022 -1.19092 -0.01372 -0.0238
C 0.70393 -1.37128 0.62392 0.3022
N 1.71004 -1.63684 1.15140 -0.4198
H 0.25177 -0.67705 -1.97887 0.2381
H -1.50178 -0.80545 -1.78325 0.3660
H -1.24155 -1.51967 0.77450 0.2794
C -0.19679 2.25548 0.40922 -0.2978
C 0.82162 1.75802 0.83338 -0.4817
H -1.22069 2.44555 0.36794 0.3708
H 1.84786 1.56661 0.91664 0.4117
```

The value obtained for the lowest unoccupied orbital energy is 0.2673 eV. The value obtained for the orbital gap is 0.38849 Ha. Its max |F| is 0.082 Eh/bohr. As for the SMILES: C=CC#N.C#C. The total charge is 0.

=====

[4]
One molecule with the formula C4H9NO, computed with ωB97M-V/def2-TZVPD.

XYZ file:
```
15
Properties=species:S:1:pos:R:3:mulliken_charge:R:1
C -1.58495 0.65097 0.34619 -1.2577
C -0.82225 -0.14530 -0.68183 0.3387
N 0.37972 0.45224 -1.26942 -0.6842
C 0.50885 -0.75071 -0.44565 -0.1160
C 1.28865 -0.56104 0.84871 -0.6507
O 1.41606 0.79341 1.20253 -0.5561
H -2.04182 -0.01844 1.08348 0.2725
H -0.91613 1.33340 0.87349 0.3240
H -2.38448 1.22556 -0.13331 0.3570
H -1.45096 -0.70842 -1.37343 0.4010
H 0.44389 0.25977 -2.26297 0.2380
H 0.70535 -1.69705 -0.95094 0.4323
H 2.27882 -1.03253 0.73781 0.2955
H 0.77247 -1.07850 1.66708 0.2549
H 1.40679 1.27664 0.35825 0.3509
```

The value obtained for the lowest unoccupied orbital energy is 0.9895 eV. The value obtained for the orbital gap is 0.39301 Ha. Its max |F| is 0.006 Eh/bohr. As for the SMILES: C[C@H]1N[C@H]1CO. The total charge is 0.

=====

[5]
A 2-piece molecular cluster, C4H9NO2 overall, computed with ωB97M-V/def2-TZVPD.

XYZ file:
```
16
Properties=species:S:1:pos:R:3:mulliken_charge:R:1
C 1.12764 0.92631 -1.54691 -1.4177
C 0.31830 0.54116 -0.33238 0.5036
C 0.97278 -0.43270 0.64976 -0.5677
N -0.23431 -1.00455 1.20695 -0.1162
C -1.20045 -1.07108 0.22776 0.3207
O -2.19092 -1.75088 0.19234 -0.5678
O -0.85380 -0.18263 -0.75052 -0.3449
H 2.08964 1.34827 -1.23990 0.3678
H 0.59562 1.66764 -2.15025 0.3473
H 1.30824 0.04297 -2.16552 0.3521
H -0.02116 1.42583 0.22419 0.2614
H 1.58368 -1.17763 0.11146 0.2933
H 1.58849 0.05667 1.40825 0.3411
H -0.25318 -1.66067 1.96730 0.2099
H -2.48565 1.06481 0.59806 -0.1092
H -2.61117 0.86977 1.30360 0.1263
```

The value obtained for the lowest unoccupied orbital energy is 0.8513 eV. The value obtained for the orbital gap is 0.40022 Ha. Its max |F| is 0.009 Eh/bohr. As for the SMILES: C[C@@H]1CNC(=O)O1.[H][H]. The total charge is 0.

=====

[6]
A 2-piece molecular cluster, CH6N3O overall, computed with ωB97M-V/def2-TZVPD.

XYZ file:
```
11
Properties=species:S:1:pos:R:3:mulliken_charge:R:1
C -1.73906 0.40568 0.14883 -0.8802
N 2.06110 -0.59756 -0.37347 -0.6455
N 1.23578 -0.35890 0.77804 -0.3546
N 0.49244 0.95200 0.64433 0.0453
O 1.04235 1.73030 -0.19561 -0.6169
H -1.76120 0.34446 -0.96597 0.1636
H -1.92172 -0.46599 0.69986 0.2841
H -2.12789 1.27150 0.78049 0.1582
H 1.95000 0.44576 -0.74429 0.3379
H 3.11147 -0.51186 -0.05162 0.2041
H 0.53230 -1.02140 0.55864 0.3039
```

The value obtained for the lowest unoccupied orbital energy (alpha / beta) is 4.9447 / 4.8068 eV. The value obtained for the orbital gap (alpha / beta) is 0.25950 / 0.23041 Ha. Its max |F| is 0.076 Eh/bohr. The total charge is -1.

=====

[7]
One molecule with the formula C3H4N2O, computed with ωB97M-V/def2-TZVPD.

XYZ file:
```
10
Properties=species:S:1:pos:R:3:mulliken_charge:R:1
C -1.46601 -0.33288 -0.14434 -0.5606
C 0.02109 0.41036 0.58771 -0.2049
C 1.19676 1.05865 0.16708 -0.0827
O 2.07294 0.14457 -0.23433 -0.1174
N 1.46210 -1.10817 -0.13618 -0.2420
N 0.37547 -0.92388 0.43144 -0.0252
H -1.40410 -1.20309 -0.85634 0.2696
H -2.06311 -0.64787 0.70573 0.2563
H -1.79964 0.53301 -0.66570 0.3108
H 1.60451 2.06930 0.14493 0.3961
```

The value obtained for the lowest unoccupied orbital energy is -0.0573 eV. The value obtained for the orbital gap is 0.35079 Ha. Its max |F| is 0.049 Eh/bohr. As for the SMILES: Cc1conn1. The total charge is 0.

=====

[8]
One molecule with the formula C5H9NO4, computed with ωB97M-V/def2-TZVPD.

XYZ file:
```
19
Properties=species:S:1:pos:R:3:mulliken_charge:R:1
C -2.10543 0.02601 1.28501 -0.5894
C -0.89418 -0.52934 1.35911 -0.6107
C 0.26701 -0.03401 0.37491 1.0333
O -0.01195 1.12620 -0.17901 -0.4084
C 0.93793 1.69978 -1.03915 -0.7484
O 0.62154 -1.04457 -0.48483 -0.3966
C -0.33952 -1.45231 -1.47784 -0.7931
N 1.46313 -0.00434 1.38885 0.9202
O 1.61447 1.06910 1.86133 -0.5656
O 2.12644 -0.99576 1.60617 -0.5695
H -3.01646 -0.12380 1.93060 0.2799
H -2.11475 0.81870 0.64809 0.3227
H -0.44732 -1.33249 1.93617 0.3272
H 1.95890 1.73235 -0.63236 0.2975
H 0.52804 2.65579 -1.24420 0.2784
H 0.91135 1.02573 -1.95727 0.2806
H 0.26346 -1.90531 -2.29212 0.3302
H -0.60845 -0.57589 -1.99001 0.3548
H -1.15421 -2.15583 -1.09346 0.2571
```

The value obtained for the lowest unoccupied orbital energy is 0.5845 eV. The value obtained for the orbital gap is 0.40446 Ha. Its max |F| is 0.079 Eh/bohr. As for the SMILES: C=CC(OC)(OC)[N+](=O)[O-]. The total charge is 0.

=====

[9]
One molecule with the formula C4H8O2, computed with ωB97M-V/def2-TZVPD.

XYZ file:
```
14
Properties=species:S:1:pos:R:3:mulliken_charge:R:1
C 1.38966 -0.23561 -1.13385 -1.1629
C 0.77310 -0.54495 0.20702 0.8452
O 1.09377 -1.52622 0.84906 -0.6111
C -0.28995 0.39075 0.76906 0.1214
C -1.49407 0.47694 -0.17140 -1.1960
O -0.69048 -0.05015 2.03250 -0.5811
H 0.92737 -0.88168 -1.88989 0.2806
H 2.45753 -0.46959 -1.10002 0.3705
H 1.23909 0.80669 -1.42950 0.3243
H 0.17513 1.38993 0.84996 0.2205
H -1.22678 0.92156 -1.13525 0.3389
H -2.26047 1.10186 0.29362 0.3420
H -1.91827 -0.51976 -0.33870 0.3015
H -0.17563 -0.85977 2.19740 0.4063
```

The value obtained for the lowest unoccupied orbital energy is 0.8575 eV. The value obtained for the orbital gap is 0.40694 Ha. Its max |F| is 0.008 Eh/bohr. As for the SMILES: CC(=O)[C@@H](C)O. The total charge is 0.

=====

[10]
A 2-piece molecular cluster, C5H16NO2 overall, computed with ωB97M-V/def2-TZVPD.

XYZ file:
```
24
Properties=species:S:1:pos:R:3:mulliken_charge:R:1
C 0.15430 1.04428 -2.01428 -1.3252
C 0.04369 0.82774 -0.52784 0.0955
C -0.94119 -0.33471 -0.26152 -0.7706
C -0.88241 -0.96546 1.08022 -0.8038
C -1.37529 -0.07944 2.20208 -0.3928
O -0.29235 0.86524 2.47160 -0.5941
N 1.30382 0.55184 0.24531 -0.1446
H 0.25813 0.11177 -2.55894 0.3498
H 1.06379 1.62997 -2.26855 0.3629
H -0.71937 1.49034 -2.45963 0.3843
H -0.38068 1.74332 -0.05619 0.2820
H -0.83836 -1.06768 -1.06709 0.4201
H -1.94905 0.07881 -0.50825 0.3806
H 0.13956 -1.30556 1.39290 0.2846
H -1.43826 -1.90905 1.20745 0.3896
H -2.23967 0.52172 1.94561 0.2759
H -1.60978 -0.61156 3.14371 0.4112
H 0.05640 0.81280 3.36985 0.3128
H 0.91967 0.62623 1.25025 0.3592
H 1.94592 1.31021 0.00625 0.4273
H 1.80235 -0.29468 -0.04358 0.3199
H 2.28859 -1.18499 -2.35604 0.3263
H 0.91993 -1.86903 -1.88308 0.2791
O 1.77025 -1.99213 -2.31025 -0.6298
```

The value obtained for the lowest unoccupied orbital energy is -3.1863 eV. The value obtained for the orbital gap is 0.43636 Ha. Its max |F| is 0.049 Eh/bohr. The total charge is +1.

=====

[11]
C3H2FLiO3Tm as an isolated structure, computed with ωB97M-V/def2-TZVPD.

XYZ file:
```
11
Properties=species:S:1:pos:R:3:mulliken_charge:R:1
O 0.74652 -1.82107 -0.62194 -0.5101
C 1.47776 -1.09537 -0.01267 0.9420
C -0.52697 0.80019 -0.02182 0.7743
O 0.52190 0.40103 0.64271 -0.2555
O 2.62272 -0.78327 0.16703 -0.4873
C -1.80447 0.38782 0.07541 -1.3156
Li -1.13063 -1.92018 -0.97638 0.9396
F -0.17134 1.57225 -1.06501 -0.2641
H -2.55275 0.79004 -0.60553 0.3570
H -2.09699 -0.20163 0.94405 0.4651
Tm 2.91425 1.87020 1.47415 1.3546
```

The value obtained for the lowest unoccupied orbital energy (alpha / beta) is -9.9452 / -11.7384 eV. The value obtained for the orbital gap (alpha / beta) is 0.23623 / 0.17091 Ha. Its max |F| is 0.054 Eh/bohr. Its multiplicity is 4. The total charge is +2.

=====

[12]
One molecule with the formula C7H8, computed with ωB97M-V/def2-TZVPD.

XYZ file:
```
15
Properties=species:S:1:pos:R:3:mulliken_charge:R:1
C -2.96912 0.27787 -0.60802 0.0439
C -1.83636 0.13226 -0.99012 -0.4501
C -0.38374 0.05796 -1.16850 -0.6688
C 0.26063 0.22994 0.23447 0.4311
C 1.63436 0.90234 0.20005 -1.5379
C 0.38534 -1.04892 0.94594 -0.9710
C 0.62501 -2.05898 1.55657 0.2699
H -3.95740 0.40989 -0.22804 0.3896
H -0.04058 0.85851 -1.83655 0.3047
H -0.07720 -0.89060 -1.62438 0.3413
H -0.42048 0.87243 0.80453 0.2600
H 2.33179 0.33456 -0.42326 0.3318
H 1.55533 1.92371 -0.18594 0.3981
H 2.03947 0.94286 1.21526 0.4125
H 0.85295 -2.94385 2.10799 0.4449
```

The value obtained for the lowest unoccupied orbital energy is 1.0338 eV. The value obtained for the orbital gap is 0.40110 Ha. Its max |F| is 0.010 Eh/bohr. As for the SMILES: C#CC[C@H](C)C#C. The total charge is 0.